# C5H8O2

C5H8O2 as an isolated structure (ωB97M-V/def2-TZVPD, the Open Molecules 2025 dataset).

- net charge = 0
- DFT total energy (Ha) = -345.5851
- LUMO (Ha) = 0.035

XYZ file:
```
15
Properties=species:S:1:pos:R:3:forces:R:3:lowdin_charge:R:1
C 0.17307 -1.08140 1.36145 0.0 -0.1 -0.1 0.0313
C -0.06284 0.50428 0.41919 0.0 -0.4 -0.2 -0.5196
O -0.14810 1.48487 1.30921 0.1 -0.2 0.2 -0.0963
C 0.99125 0.53183 -0.72819 0.1 0.0 0.0 -0.0133
C -0.19799 0.43241 -1.67780 0.1 0.2 -0.3 -0.1921
O -0.83683 -0.81392 -1.42262 0.0 -0.1 -0.1 -0.0041
C -1.18379 0.28624 -0.59545 -0.2 0.2 0.1 -0.1466
H -0.03605 -1.68630 0.48048 0.0 0.0 0.1 0.0800
H 1.20465 -1.22401 1.69680 -0.2 0.0 -0.1 0.0855
H -0.56017 -1.33453 2.14119 0.1 0.1 -0.1 0.0926
H 0.01024 0.20343 1.69644 -0.1 0.4 0.3 0.1242
H 1.47919 1.50802 -0.70274 -0.1 -0.1 0.0 0.1285
H 1.72044 -0.27813 -0.81212 -0.1 0.1 0.0 0.1216
H -0.32957 0.88246 -2.65501 0.0 -0.1 0.1 0.1485
H -2.22350 0.58475 -0.51085 0.2 0.0 0.0 0.1598
```
Positions in Å, forces in eV/Å.